Entry 1:
Entry from OMol25: a single C3H2N2O molecule in a non-equilibrium geometry (ωB97M-V/def2-TZVPD).

Positions of all 8 atoms, in Å:
C: 0.33 0.38 0.98
C: 0.24 -0.84 -1.22
H: 0.25 1.31 -1.09
N: -1.00 0.51 0.96
C: 0.37 0.37 -0.57
H: -1.64 -0.26 0.91
N: 0.25 -1.87 -1.74
O: 1.21 0.41 1.78

Its LUMO energy (spin up / spin down) is -1.9 / -2.0 eV. For the energy above the lowest of the compared OMol25 structures with the same formula, charge and spin, the calculation gives 50.5 kcal/mol. Its maximum force is 4.02 eV/Å. The value obtained for the HOMO-LUMO gap (spin up / spin down) is 8.62 / 8.63 eV. The HOMO energy (spin up / spin down) comes out at -10.55 / -10.59 eV.

Atom charges from the natural (NBO) analysis, given in e for atoms 1 to 4: C 0.643; C 0.182; H 0.265; N -0.576

=====

Entry 2:
Entry from OMol25: 4 unconnected molecules or ions with the total composition C27H39Cl2IN5O9S in a non-equilibrium geometry (ωB97M-V/def2-TZVPD).

Positions of all 84 atoms, in Å:
O: 3.26 2.60 5.54
H: 1.38 -5.32 -8.04
I: 2.78 -2.43 1.03
O: -0.59 -2.74 1.30
H: -2.93 -1.06 1.47
H: -0.68 -0.16 -5.05
H: 1.61 -4.61 -2.96
C: -0.32 2.50 5.31
H: 1.36 5.59 7.24
Cl: -5.01 1.00 -5.03
N: -0.69 -0.55 2.21
C: 0.56 1.75 0.56
C: -1.26 3.97 3.84
C: 0.26 -0.84 -0.21
N: -2.58 -0.54 -2.61
C: 2.09 -4.03 -2.10
O: 2.27 3.73 7.23
C: 3.76 4.93 5.87
H: 2.28 0.43 0.23
H: -0.34 -1.81 -4.33
H: 3.26 5.40 5.02
H: -2.17 -0.83 -3.52
H: 3.48 6.78 7.01
N: 0.40 0.39 -2.31
C: 3.11 3.61 6.17
H: 2.42 -5.34 -6.60
H: -1.49 -5.48 -5.42
H: 2.60 -4.72 -1.35
C: -1.28 3.36 6.10
H: 0.34 -3.95 -0.74
H: -1.43 -5.47 -7.21
C: 1.12 0.47 0.22
C: 0.87 -3.19 -1.42
C: -0.75 -1.35 0.91
H: 0.64 2.63 -0.17
H: -1.32 -3.04 1.88
C: 0.42 -6.10 -6.25
C: 0.12 -1.05 3.06
H: -2.53 4.93 5.29
H: 0.09 1.88 1.59
N: -0.33 -0.50 -1.55
H: 2.83 -3.30 -2.60
C: 1.43 -1.93 -0.59
C: 1.40 -5.19 -6.96
N: -2.44 0.03 -0.29
Cl: -3.02 -2.71 -0.29
H: 4.83 4.81 5.66
C: -1.76 -0.34 -1.57
H: 4.35 5.49 7.86
H: -0.73 4.17 6.60
H: 0.65 2.42 5.80
H: -0.72 1.50 5.13
H: 2.18 5.14 8.75
H: -1.94 0.80 0.18
O: -4.54 2.08 -2.61
H: -4.47 -1.19 -3.31
C: -4.52 1.02 -3.25
C: -0.35 -3.88 -6.30
C: -0.29 1.65 -2.69
C: 3.53 5.70 7.15
O: -1.00 -2.89 -6.07
H: -1.07 1.50 -3.53
H: -3.02 3.27 4.80
H: 2.10 -1.36 -1.34
O: 2.22 -0.04 -3.70
C: -2.18 3.93 5.03
C: 0.97 -0.17 -3.55
H: 0.73 -6.24 -5.21
C: 2.25 5.10 7.67
C: -2.33 -1.22 0.50
H: -4.55 -0.59 -1.59
O: 0.96 -3.86 -6.65
H: -1.82 2.80 6.87
C: -0.86 -5.29 -6.29
H: 0.33 -7.08 -6.71
C: 0.19 -0.87 -4.74
H: 0.17 -2.92 -2.28
H: 0.83 -1.17 -5.63
C: -4.06 -0.39 -2.59
H: -0.75 2.23 -1.83
S: 0.84 -2.00 4.24
O: -1.45 4.59 2.82
H: 0.51 2.34 -3.15
O: -0.18 3.17 4.05

Its LUMO energy is -4.0 eV. As for the total charge: +1. For the energy above the lowest of the compared OMol25 structures with the same formula, charge and spin, the calculation gives 66.7 kcal/mol. Its maximum force is 5.80 eV/Å. The value obtained for the HOMO-LUMO gap is 6.51 eV. The HOMO energy comes out at -10.49 eV.

Atom charges from the Mulliken analysis, given in e for atoms 1 to 4: O -0.600; H 0.303; I 0.179; O -0.520

=====

Entry 3:
Entry from OMol25: a molecular structure, C38H67BrIrNP2Si in a non-equilibrium geometry (ωB97M-V/def2-TZVPD).

Positions of all 111 atoms, in Å:
H: 3.20 5.57 -3.90
C: -4.32 -0.43 1.37
H: 0.68 1.04 2.94
H: -3.87 -3.45 0.48
H: -2.63 0.82 4.68
C: -4.22 -1.91 -2.11
C: 2.94 2.07 -3.80
H: 1.62 -4.15 2.21
C: 4.67 2.58 -1.08
H: -1.39 -5.16 1.06
C: 3.54 4.53 -3.99
H: -3.89 -5.91 -0.18
H: -1.86 -3.77 2.03
C: -0.57 -1.70 3.05
H: -0.47 -2.62 7.03
H: 3.22 -4.81 -1.47
C: -1.72 1.28 4.31
H: 0.80 -6.03 -4.06
C: -0.10 1.65 2.47
H: 1.55 5.41 0.85
H: 2.24 -5.03 -4.27
H: 4.48 4.44 -3.44
H: 2.30 -6.45 -3.23
H: -1.79 2.35 4.50
H: 2.91 1.91 -4.88
C: -2.82 -2.48 -2.37
H: -4.84 -2.56 -1.50
N: 0.09 -2.34 0.85
C: 1.89 -3.64 -0.29
Si: 2.21 3.86 -1.71
H: 5.01 4.68 0.58
H: -1.18 -1.27 5.08
H: -4.10 -4.83 -1.55
C: 4.22 4.85 -0.15
C: -0.02 -4.27 -2.25
C: -1.48 1.10 2.81
C: 1.19 3.73 -4.37
C: 0.48 -2.83 6.54
C: -2.24 -4.54 1.36
H: -2.91 -3.46 -2.84
C: 3.05 2.81 0.78
C: 0.36 -2.73 5.04
C: 3.58 3.49 -0.50
H: -4.26 -0.10 4.07
H: 2.65 -3.36 0.42
H: -0.87 0.90 4.88
H: -3.34 -2.22 2.06
H: -3.90 -0.41 0.37
P: -1.97 -2.77 -0.78
C: 0.24 -2.49 2.22
H: 0.35 4.12 0.81
H: 3.75 4.35 -5.04
H: 0.81 -3.82 6.85
H: 1.45 3.57 -5.42
H: -2.92 -5.17 1.94
H: -5.30 -0.92 1.32
C: 0.58 -3.17 -0.16
C: -2.98 -3.99 0.14
H: -1.95 -0.54 -2.84
H: 3.96 1.90 -3.47
H: 2.42 3.46 1.38
Ir: -0.99 -0.90 0.05
C: -2.02 -1.54 -3.27
H: 0.40 3.03 -4.11
C: 1.12 -3.54 4.19
H: -0.01 2.67 2.86
H: -4.16 -0.94 -1.62
H: 4.30 1.57 -1.28
H: -2.24 1.67 2.25
H: 1.09 6.35 -2.85
C: -3.40 -5.14 -0.78
H: 1.21 -2.11 6.91
H: -4.98 -1.67 3.75
C: 1.12 6.34 -1.76
C: -3.42 -1.17 2.37
H: -4.49 0.60 1.69
H: 3.52 5.56 0.30
H: -1.01 -1.90 -3.45
H: -2.53 -5.60 -1.26
C: -0.36 -3.49 -1.14
H: -0.14 5.79 0.57
H: -0.85 3.49 -1.33
Br: 0.31 0.81 -1.12
C: 2.20 -4.44 -1.38
C: 2.46 3.52 -3.53
C: 1.27 -4.77 -2.37
H: 0.37 7.05 -1.40
H: 5.47 2.49 -0.33
H: 2.10 6.71 -1.44
H: 3.91 2.53 1.39
H: 5.13 2.98 -1.98
H: 0.80 4.75 -4.30
H: -0.75 -4.51 -3.01
H: -3.40 -1.59 4.53
C: 1.67 -5.62 -3.55
C: -4.03 -1.12 3.77
H: 4.68 5.33 -1.02
H: 2.50 1.89 0.56
C: 1.06 -3.46 2.82
C: 0.65 5.06 0.36
H: 2.30 1.33 -3.33
H: 0.09 1.68 1.40
H: 1.79 -4.28 4.63
P: -1.68 -0.61 2.18
H: -1.34 5.19 -1.32
H: -0.66 4.49 -2.78
C: 0.78 4.95 -1.17
C: -0.59 4.49 -1.69
H: -2.52 -1.45 -4.23
H: -4.74 -1.76 -3.06
C: -0.51 -1.84 4.45

Its LUMO energy is -6.2 eV. As for the total charge: +2. For the energy above the lowest of the compared OMol25 structures with the same formula, charge and spin, the calculation gives 0.0 kcal/mol. Its maximum force is 1.07 eV/Å. The value obtained for the HOMO-LUMO gap is 5.77 eV. The HOMO energy comes out at -11.96 eV.

Atom charges from the Mulliken analysis, given in e for atoms 1 to 4: H 0.366; C -1.480; H 0.252; H 0.482

=====

Entry 4:
Entry from OMol25: a molecular structure, C31H27Br2N5OPRhS3 in a non-equilibrium geometry (ωB97M-V/def2-TZVPD).

Positions of all 71 atoms, in Å:
S: 0.58 3.02 -1.91
C: -0.19 0.54 4.84
C: -3.40 0.41 -2.61
N: 1.65 2.63 -4.35
O: -1.56 2.38 0.63
H: -5.85 -0.08 0.29
H: 1.59 2.20 -5.26
C: -4.00 0.73 -0.38
H: -3.73 1.15 0.58
H: 0.34 1.41 6.71
H: -1.46 -3.07 0.80
H: 4.12 1.62 -3.76
C: 0.89 1.61 1.33
H: -1.24 -2.65 4.38
H: -0.92 -2.68 6.82
S: -0.66 2.27 1.83
C: -4.59 -0.30 -2.84
H: -0.11 -5.09 0.31
C: 1.40 -2.22 2.40
H: 1.39 -2.25 -2.20
H: 1.82 -1.42 2.99
H: 4.98 3.10 -4.19
C: 2.85 3.35 -4.02
C: -5.18 0.05 -0.54
C: 3.42 0.55 0.86
H: -6.40 -1.02 -1.96
C: -0.27 -0.64 6.92
C: 3.27 1.56 1.79
N: -0.34 1.60 -3.99
S: -2.82 -1.06 2.08
H: -3.44 0.83 -5.47
C: 4.08 2.52 -4.37
H: 0.00 1.44 4.28
H: -0.13 -0.65 8.00
H: -4.79 -0.70 -3.82
C: -0.62 -0.60 4.18
C: 0.10 -0.89 -1.18
H: 4.12 1.94 2.35
Br: 1.79 3.44 3.32
H: -2.65 -0.73 -5.18
H: 3.17 -3.42 2.48
C: 1.04 0.60 0.35
C: -5.48 -0.48 -1.80
H: -0.82 -1.27 -1.62
N: -1.34 1.33 -3.14
H: 2.82 3.58 -2.96
H: 2.87 4.29 -4.58
C: 2.01 2.07 2.02
C: -2.55 0.35 -5.05
N: -0.05 0.14 -0.33
Rh: -1.31 1.81 -1.28
C: -0.71 -1.78 6.27
C: 2.46 -0.97 -0.85
C: 1.32 -1.45 -1.48
C: 1.61 -4.38 1.37
Br: 5.16 -0.19 0.64
C: 0.09 -2.14 1.95
C: 2.16 -3.34 2.12
H: 2.19 -5.27 1.17
H: 3.43 -1.37 -1.08
C: -0.89 -1.76 4.90
C: 0.63 2.34 -3.53
H: 4.06 2.23 -5.42
C: -0.44 -3.16 1.16
C: -2.42 0.69 -3.60
C: 0.31 -4.28 0.89
C: -0.01 0.52 6.21
N: -3.12 0.90 -1.36
H: -1.67 0.70 -5.57
C: 2.34 0.05 0.11
P: -0.91 -0.66 2.35

Its LUMO energy (spin up / spin down) is -0.7 / -2.2 eV. Its maximum force is 2.35 eV/Å. The value obtained for the HOMO-LUMO gap (spin up / spin down) is 4.33 / 5.50 eV. The HOMO energy (spin up / spin down) comes out at -5.02 / -7.67 eV. Its multiplicity is 5.

Atom charges from the natural (NBO) analysis, given in e for atoms 1 to 4: S -0.238; C -0.209; C 0.160; N -0.570